Record 1
Formula: C21H45O2OsP3
Source: the Open Molecules 2025 dataset
Level of theory: ωB97M-V/def2-TZVPD

Computed properties:
Frontier orbital gap (spin up / spin down) ... 0.300 / 0.168 Eh
Lowest unoccupied orbital energy (spin up / spin down) ... -12.57 / -16.10 eV
Energy above the lowest of the compared OMol25 structures with the same formula, charge and spin ... 590.4 kJ/mol
Highest occupied orbital energy (spin up / spin down) ... -0.762 / -0.760 Ha

ORCA input file:
```
! wB97M-V def2-TZVPD RIJCOSX def2/J DEFGRID3
* xyz 4 5
Os -0.71 -0.94 -0.46
P -1.80 -1.11 1.56
P -1.60 -2.49 -1.53
P 1.09 1.64 1.56
H -1.70 -0.06 -2.89
C -1.01 0.28 -2.10
C 0.39 -0.39 -2.06
H 0.73 -1.06 -2.91
C -3.19 0.08 1.60
C -2.43 -2.79 1.78
C -0.94 -0.89 3.18
C -1.27 -2.69 -3.33
C -0.94 -4.10 -0.92
C -3.44 -2.23 -1.54
C 2.25 3.04 1.25
C 1.93 0.79 2.87
C -0.26 2.50 2.40
H -0.92 1.36 -2.05
H 1.16 0.30 -1.70
H -4.09 -0.37 2.03
H -3.42 0.42 0.59
H -2.93 0.95 2.20
H -2.88 -2.93 2.78
H -1.60 -3.52 1.70
H -3.18 -3.06 1.01
H -0.85 0.17 3.44
H 0.06 -1.33 3.10
H -1.49 -1.41 3.98
H -1.99 -3.48 -3.71
H -0.22 -3.04 -3.51
H -1.43 -1.75 -3.93
H -1.67 -4.65 -0.30
H 0.00 -3.93 -0.36
H -0.70 -4.66 -1.85
H -3.74 -2.47 -2.58
H -3.70 -1.17 -1.35
H -3.99 -2.87 -0.83
H 2.90 3.17 2.12
H 1.72 3.99 1.04
H 2.88 2.81 0.37
H 2.82 1.36 3.14
H 2.23 -0.21 2.50
H 1.27 0.67 3.74
H 0.00 3.56 2.55
H -0.46 2.05 3.39
H -1.19 2.45 1.80
C -0.18 3.85 -1.40
C -1.16 4.78 -1.02
C -1.13 6.07 -1.61
C -0.10 6.43 -2.52
C 0.86 5.49 -2.85
C 0.81 4.17 -2.32
O 0.10 2.78 -0.56
H 0.77 1.88 -0.41
H -1.88 4.56 -0.23
H -1.89 6.79 -1.35
H -0.06 7.43 -2.94
H 1.66 5.75 -3.55
H 1.61 3.45 -2.51
C 3.67 -3.08 -0.38
C 3.29 -3.49 1.07
C 2.00 -2.76 1.34
O 1.82 -1.76 0.30
C 3.07 -1.71 -0.44
H 4.75 -3.12 -0.56
H 3.20 -3.77 -1.08
H 4.08 -3.12 1.75
H 3.21 -4.58 1.22
H 1.14 -3.43 1.33
H 2.02 -2.25 2.31
H 3.75 -1.01 0.07
H 2.88 -1.33 -1.45
*
```

Record 2
Formula: C21H46BN2O12P4
Source: the Open Molecules 2025 dataset
Level of theory: ωB97M-V/def2-TZVPD

Computed properties:
Frontier orbital gap ... 0.220 Eh
Lowest unoccupied orbital energy ... 1.94 eV
Highest occupied orbital energy ... -0.149 Ha

ORCA input file:
```
! wB97M-V def2-TZVPD RIJCOSX def2/J DEFGRID3
* xyz -1 1
C 3.16 -2.42 0.59
N 3.21 -1.07 1.34
C 4.69 -0.85 1.70
B 2.74 0.04 0.38
O 3.68 0.29 -0.77
C 1.31 0.85 0.55
O 0.60 0.75 1.87
P -0.63 2.02 2.05
C -2.11 1.00 1.32
C -3.37 0.86 2.36
C -4.80 1.45 1.74
O -5.58 2.10 2.64
N -5.12 1.29 0.27
C -6.48 0.69 0.02
C -7.58 1.63 -0.81
C -9.10 1.10 -1.21
C -9.61 -0.41 -0.80
C -8.54 -1.33 0.07
C -7.00 -0.80 0.47
O -0.17 2.81 0.52
C 1.24 2.46 0.22
P 2.09 3.18 -1.33
C 1.95 2.04 -2.85
C 3.94 3.51 -0.93
H 3.12 -2.28 -0.58
H 2.20 -3.04 0.90
H 4.14 -3.06 0.82
H 5.40 -0.96 0.75
H 5.09 -1.67 2.48
H 4.86 0.21 2.17
H 3.24 -0.20 -1.54
H 0.52 0.28 -0.14
H -0.95 1.71 3.44
H -1.47 3.18 2.25
H 0.40 2.86 2.67
H -2.40 1.55 0.31
H -1.66 -0.04 1.01
H -3.12 1.49 3.34
H -3.45 -0.26 2.70
H -4.97 2.18 -0.26
H -7.30 2.73 -1.16
H -9.84 1.77 -1.83
H -10.70 -0.78 -1.09
H -8.90 -2.42 0.37
H -6.29 -1.51 1.08
H 1.91 2.92 1.10
H 1.55 2.67 -3.77
H 3.06 1.73 -3.15
H 1.38 1.03 -2.68
H 4.11 4.66 -0.77
H 4.22 2.95 0.07
H 4.68 3.13 -1.78
C 0.80 -2.14 4.29
O -0.41 -2.45 4.96
P -0.76 -1.62 6.29
O -0.54 -0.15 6.18
O 0.11 -2.35 7.44
C 0.19 -3.76 7.43
O -2.27 -2.08 6.60
C -3.09 -1.15 7.29
H 0.58 -1.53 3.41
H 1.49 -1.59 4.95
H 1.28 -3.07 3.98
H 1.02 -4.08 6.78
H -0.74 -4.22 7.08
H 0.39 -4.11 8.44
H -4.12 -1.52 7.27
H -3.07 -0.17 6.79
H -2.76 -1.05 8.32
C 5.47 -1.61 -5.91
O 5.03 -0.43 -6.56
P 3.45 -0.29 -6.84
O 2.57 -0.66 -5.68
O 3.21 -1.17 -8.17
C 4.17 -1.09 -9.21
O 3.31 1.23 -7.35
C 2.08 1.88 -7.10
H 5.69 -1.38 -4.87
H 4.73 -2.41 -5.96
H 6.39 -1.95 -6.40
H 4.96 -1.82 -9.02
H 4.60 -0.09 -9.29
H 3.68 -1.34 -10.16
H 2.19 2.94 -7.33
H 1.80 1.79 -6.05
H 1.29 1.45 -7.73
*
```

Record 3
Formula: C21H46CdClNbO4P
Source: the Open Molecules 2025 dataset
Level of theory: ωB97M-V/def2-TZVPD

Computed properties:
Frontier orbital gap ... 0.089 Eh
Lowest unoccupied orbital energy ... -7.32 eV
Highest occupied orbital energy ... -0.358 Ha

ORCA input file:
```
! wB97M-V def2-TZVPD RIJCOSX def2/J DEFGRID3
* xyz 1 1
C 4.06 1.52 3.40
C 2.54 2.06 3.61
O 1.97 2.21 2.28
C 1.13 1.13 1.92
O 0.08 1.42 1.29
C 1.49 -0.43 2.21
C 2.79 -0.90 1.40
C 2.60 -2.15 0.42
Nb 0.85 -2.03 -1.01
C -0.36 -3.42 0.38
C -1.81 -3.77 -0.20
C -3.02 -3.46 0.83
C -4.21 -2.60 0.16
C -4.67 -1.34 1.09
C -4.58 -0.04 0.11
C -4.71 1.35 0.89
C -3.42 2.30 0.77
C -3.20 2.95 -0.68
O -3.10 1.98 -1.75
C -3.78 2.43 -2.95
C 1.87 -0.64 -2.47
C 2.69 0.55 -1.76
C 2.90 1.86 -2.66
C 4.48 2.21 -2.63
C 2.11 3.07 -1.90
P 1.78 -4.15 -2.15
O 2.15 -5.30 -0.92
Cl 3.62 -3.80 -3.08
H 4.33 1.75 2.30
H 4.79 2.13 4.03
H 4.15 0.40 3.56
H 2.60 3.08 4.20
H 1.90 1.37 4.24
H 0.54 -1.02 2.02
H 1.71 -0.54 3.34
H 3.56 -1.23 2.20
H 3.25 0.03 0.92
H 2.54 -3.12 1.01
H 3.56 -2.23 -0.22
H -0.61 -2.03 -2.14
H 0.06 -0.64 -0.15
H -0.50 -2.89 1.38
H 0.19 -4.40 0.58
H -1.82 -4.91 -0.40
H -2.06 -3.28 -1.20
H -3.43 -4.46 1.19
H -2.61 -2.89 1.73
H -5.14 -3.28 0.12
H -3.99 -2.28 -0.91
H -3.91 -1.14 1.93
H -5.73 -1.50 1.48
H -3.59 -0.15 -0.45
H -5.49 -0.11 -0.60
H -4.81 1.09 2.01
H -5.68 1.92 0.64
H -2.52 1.72 1.17
H -3.59 3.18 1.49
H -2.19 3.50 -0.63
H -3.97 3.77 -0.93
H -4.80 2.88 -2.71
H -3.14 3.13 -3.59
H -3.98 1.49 -3.58
H 2.53 -1.16 -3.26
H 1.03 -0.13 -3.09
H 3.69 0.14 -1.39
H 2.10 0.82 -0.80
H 2.54 1.74 -3.73
H 4.70 3.26 -3.05
H 4.89 2.08 -1.56
H 5.00 1.43 -3.28
H 1.00 3.05 -2.15
H 2.58 4.09 -2.18
H 2.24 2.99 -0.76
H 3.03 -5.01 -0.55
Cd 2.88 4.42 5.24
*
```

Record 4
Formula: C21H46IIrN3O7P2S
Source: the Open Molecules 2025 dataset
Level of theory: ωB97M-V/def2-TZVPD

Computed properties:
Frontier orbital gap (spin up / spin down) ... 0.287 / 0.214 Eh
Lowest unoccupied orbital energy (spin up / spin down) ... -4.41 / -8.13 eV
Energy above the lowest of the compared OMol25 structures with the same formula, charge and spin ... 0.0 kJ/mol
Highest occupied orbital energy (spin up / spin down) ... -0.450 / -0.513 Ha

ORCA input file:
```
! wB97M-V def2-TZVPD RIJCOSX def2/J DEFGRID3
* xyz 2 6
Ir 0.80 1.94 -0.84
C -1.93 1.59 2.98
C -3.03 1.02 2.10
C -3.96 0.08 2.81
O -2.47 0.33 0.91
P -1.13 -0.46 0.80
O 0.12 0.36 0.72
C -1.37 -1.47 -0.67
P -1.14 -0.54 -2.21
O 0.21 0.07 -2.19
O -2.25 0.55 -2.28
C -3.65 0.49 -2.77
C -3.67 0.58 -4.28
C -4.37 -0.73 -2.21
O -1.45 -1.50 -3.40
C -0.75 -2.70 -3.88
C 0.75 -2.62 -3.64
C -1.40 -3.92 -3.27
O -1.12 -1.44 2.03
C 0.08 -2.18 2.43
C -0.30 -3.64 2.52
C 0.56 -1.59 3.74
H -2.39 2.25 3.72
H -1.21 2.16 2.40
H -1.41 0.79 3.52
H -3.59 1.83 1.63
H -3.41 -0.76 3.25
H -4.72 -0.31 2.14
H -4.47 0.61 3.62
H -2.34 -1.96 -0.63
H -0.59 -2.24 -0.65
H -4.08 1.39 -2.33
H -3.30 -0.34 -4.73
H -3.07 1.42 -4.62
H -4.70 0.74 -4.61
H -3.95 -1.65 -2.62
H -5.41 -0.68 -2.51
H -4.32 -0.74 -1.12
H -0.94 -2.67 -4.95
H 0.97 -2.66 -2.57
H 1.17 -1.71 -4.06
H 1.22 -3.48 -4.11
H -1.16 -4.02 -2.21
H -1.03 -4.82 -3.78
H -2.48 -3.89 -3.40
H 0.83 -2.03 1.65
H -1.07 -3.78 3.28
H 0.57 -4.23 2.81
H -0.67 -4.01 1.57
H -0.21 -1.70 4.50
H 0.79 -0.53 3.63
H 1.45 -2.12 4.08
S 1.72 3.23 -2.23
N 0.34 5.22 2.32
C 0.28 4.40 1.26
O 0.89 3.33 1.23
C -0.57 4.91 0.11
I -1.72 3.34 -0.75
H 0.94 4.98 3.09
H -0.14 6.11 2.34
H 0.09 5.26 -0.68
H -1.25 5.70 0.41
C 4.25 1.81 -0.25
C 5.63 1.08 0.20
N 5.23 -0.12 0.87
C 4.51 0.13 2.07
C 3.13 0.85 1.62
N 3.17 0.97 0.19
C 3.20 -0.31 -0.46
C 4.58 -1.04 0.00
H 4.24 1.92 -1.33
H 4.19 2.79 0.22
H 6.19 1.73 0.88
H 6.23 0.85 -0.68
H 5.08 0.79 2.73
H 4.29 -0.81 2.58
H 3.07 1.84 2.07
H 2.28 0.26 1.91
H 3.20 -0.19 -1.54
H 2.35 -0.90 -0.14
H 5.19 -1.25 -0.87
H 4.35 -1.96 0.53
*
```

Record 5
Formula: C21H46NO20S5V
Source: the Open Molecules 2025 dataset
Level of theory: ωB97M-V/def2-TZVPD

Computed properties:
Frontier orbital gap (spin up / spin down) ... 0.153 / 0.226 Eh
Lowest unoccupied orbital energy (spin up / spin down) ... 1.37 / 1.37 eV
Highest occupied orbital energy (spin up / spin down) ... -0.102 / -0.176 Ha

ORCA input file:
```
! wB97M-V def2-TZVPD RIJCOSX def2/J DEFGRID3
* xyz -1 2
O -1.36 1.99 -0.55
V -0.88 0.47 -0.70
O -1.66 -0.44 0.35
N -2.30 -0.83 -3.49
O -1.98 -0.01 -2.63
O -1.64 -0.90 -4.50
O -3.20 -1.58 -3.23
O 0.02 2.34 5.02
S -0.99 2.08 3.98
O -1.07 0.76 3.31
O -2.48 2.45 4.66
C -3.65 1.96 4.03
C -4.80 2.69 4.72
C -0.86 3.45 2.80
H -3.65 0.88 4.12
H -3.66 2.11 2.95
H -4.54 2.81 5.77
H -5.71 2.12 4.53
H -4.82 3.63 4.17
H -1.59 3.42 1.99
H 0.10 3.35 2.29
H -0.93 4.41 3.30
O 2.41 1.24 2.69
S 2.14 1.10 1.27
O 0.82 0.69 0.76
O 2.50 2.58 0.58
C 3.80 3.15 0.75
C 3.70 4.70 0.80
C 3.41 0.05 0.43
H 4.39 2.83 -0.11
H 4.22 2.81 1.70
H 4.34 5.12 1.57
H 2.66 5.02 0.94
H 4.01 5.15 -0.15
H 3.23 0.21 -0.64
H 3.18 -0.95 0.79
H 4.30 0.46 0.90
O 0.17 3.14 -3.31
S 1.27 2.25 -2.79
O 0.96 1.29 -1.74
O 2.00 1.43 -3.96
C 1.59 1.70 -5.34
C 2.63 1.11 -6.26
C 2.74 3.35 -2.39
H 1.53 2.73 -5.67
H 0.59 1.31 -5.53
H 3.39 1.85 -6.50
H 2.15 0.86 -7.21
H 3.08 0.21 -5.86
H 2.34 4.15 -1.77
H 2.97 3.85 -3.33
H 3.69 2.92 -2.07
O -2.91 -3.62 2.45
S -1.51 -3.92 2.69
O -1.16 -4.80 3.83
O -0.73 -4.40 1.30
C 0.52 -5.06 1.40
C 0.56 -6.19 0.33
C -0.62 -2.37 2.97
H 0.63 -5.62 2.33
H 1.34 -4.36 1.23
H 0.23 -5.74 -0.60
H -0.22 -6.89 0.64
H 1.53 -6.69 0.29
H -0.99 -1.93 3.90
H -0.81 -1.65 2.17
H 0.45 -2.48 2.82
O 0.59 -3.74 -2.28
S 1.14 -2.41 -2.10
O 0.31 -1.42 -1.48
O 2.57 -2.61 -1.27
C 3.26 -3.84 -1.46
C 4.69 -3.52 -1.09
C 1.79 -1.82 -3.72
H 3.14 -4.15 -2.49
H 2.96 -4.57 -0.70
H 5.24 -2.74 -1.61
H 5.32 -4.40 -1.21
H 4.70 -3.27 -0.03
H 2.52 -1.05 -3.47
H 0.93 -1.43 -4.26
H 2.27 -2.64 -4.26
C -4.94 0.53 -0.29
C -4.56 -0.47 0.58
C -5.03 -0.44 1.95
C -6.03 0.50 2.35
C -6.49 1.35 1.37
C -5.97 1.43 0.11
H -4.68 0.68 -1.33
H -3.81 -1.21 0.35
H -4.77 -1.15 2.72
H -6.55 0.41 3.29
H -7.27 2.01 1.72
H -6.21 2.23 -0.57
*
```

Record 6
Formula: C21H46NOP3RhS
Source: the Open Molecules 2025 dataset
Level of theory: ωB97M-V/def2-TZVPD

Computed properties:
Frontier orbital gap (spin up / spin down) ... 0.262 / 0.176 Eh
Lowest unoccupied orbital energy (spin up / spin down) ... -7.31 / -11.51 eV
Highest occupied orbital energy (spin up / spin down) ... -0.531 / -0.599 Ha

ORCA input file:
```
! wB97M-V def2-TZVPD RIJCOSX def2/J DEFGRID3
* xyz 3 5
Rh 0.27 -0.66 -0.56
P -0.43 -2.84 -1.09
P 1.88 -0.03 -2.12
P -1.41 0.57 -1.29
H 1.21 0.52 1.63
C 0.19 0.51 1.26
C -0.57 -0.68 1.47
H -0.11 -1.45 2.09
C 0.40 -4.32 -0.43
C -0.35 -3.17 -2.89
C -2.17 -3.07 -0.54
C 2.66 1.58 -1.73
C 3.33 -1.10 -2.44
C 1.19 0.14 -3.82
C -2.85 0.73 -0.17
C -2.13 -0.06 -2.84
C -0.85 2.29 -1.59
H -0.30 1.49 1.21
H -1.66 -0.67 1.53
H 0.44 -4.31 0.67
H 1.42 -4.39 -0.84
H -0.16 -5.22 -0.75
H 0.70 -3.19 -3.21
H -0.90 -2.41 -3.47
H -0.81 -4.16 -3.07
H -2.20 -3.00 0.56
H -2.49 -4.08 -0.85
H -2.85 -2.32 -0.97
H 3.35 1.86 -2.54
H 3.23 1.48 -0.79
H 1.92 2.38 -1.60
H 3.86 -0.73 -3.34
H 3.00 -2.13 -2.62
H 4.02 -1.08 -1.59
H 2.01 0.40 -4.50
H 0.42 0.91 -3.88
H 0.76 -0.83 -4.14
H -3.63 1.35 -0.64
H -2.56 1.19 0.78
H -3.28 -0.27 0.04
H -2.86 0.68 -3.20
H -2.64 -1.02 -2.68
H -1.36 -0.19 -3.61
H -1.71 2.91 -1.87
H -0.10 2.34 -2.38
H -0.41 2.70 -0.67
C -3.31 5.45 1.64
C -2.85 6.78 1.65
C -2.91 7.53 2.82
C -3.46 6.98 3.99
C -3.94 5.67 3.97
C -3.88 4.91 2.81
S -3.18 4.46 0.21
H -2.56 5.34 -0.59
H -2.43 7.20 0.74
H -2.54 8.56 2.83
H -3.50 7.57 4.91
H -4.36 5.23 4.88
H -4.26 3.89 2.79
C 4.00 -4.07 2.94
N 2.86 -3.37 2.34
C 1.54 -3.56 2.94
C 2.96 -2.54 1.27
C 4.26 -2.32 0.60
O 1.93 -1.98 0.82
H 3.64 -4.65 3.79
H 4.75 -3.34 3.30
H 4.46 -4.75 2.21
H 0.80 -3.07 2.32
H 1.30 -4.62 3.01
H 1.51 -3.13 3.95
H 4.22 -2.81 -0.38
H 4.38 -1.24 0.49
H 5.07 -2.73 1.19
*
```

| no. | energy (Eh) | strongest force on any atom (eV/A) |
| --- | --- | --- |
| 1 | -2090.5495 | 6.3 |
| 2 | -3230.1085 | 8.4 |
| 3 | -2154.1360 | 4.7 |
| 4 | -3001.2821 | 0.3 |
| 5 | -5322.0472 | 4.6 |
| 6 | -2489.5597 | 2.9 |